[1]
C35H43B11Br6CrN9O5 as an isolated structure. Source: OMol25; level of theory: ωB97M-V with the def2-TZVPD basis set.

The geometry in XYZ format:
```
110
Properties=species:S:1:pos:R:3:lowdin_spin:R:1
Br 1.3717 5.2838 -3.7639 -0.001
Br 3.8563 3.7983 -1.4821 0.001
Br -3.0556 4.1015 0.1496 0.002
Br -0.2194 1.9865 1.7023 0.052
Br -0.2402 2.3709 -1.9356 0.001
Br -3.0836 5.0606 -3.6801 0.002
Cr -0.4918 0.2999 -0.2202 2.930
O -3.5147 -6.6262 -1.1749 0.000
O 1.2383 -0.5256 3.3201 0.001
O -2.3541 0.5756 -0.2492 0.039
O 1.4251 -0.1214 -0.0571 0.053
O 2.2615 -3.2320 -4.5356 0.000
N -0.5642 -0.8426 -1.9541 -0.017
N 3.5245 -0.4449 0.6478 0.037
N -4.9675 -2.6057 3.5206 0.002
N 1.2898 3.7825 0.1851 0.063
N 4.7695 2.6247 1.8554 0.031
N 2.5697 -1.0465 -5.0549 0.000
N 2.2156 0.4293 5.1326 0.000
N -5.1189 -3.8225 3.3553 0.002
N -0.9867 -1.2318 1.0085 -0.030
C -0.1901 0.0482 5.1397 0.001
C -1.8074 -1.9643 -3.6443 -0.002
C -4.1056 -5.7222 2.3304 0.000
C 4.9575 -1.5651 -4.5715 0.000
C -2.3140 -1.1375 1.3419 0.003
C -0.6442 -2.2265 -4.3498 0.008
C 0.5622 -1.7646 -3.8469 -0.002
C 0.6862 6.5971 0.5595 0.007
C -3.6619 -6.4625 1.2440 0.000
C -4.7179 -4.4907 2.1549 0.000
C 1.4042 2.5380 0.8164 0.473
C 3.7765 2.2195 1.4297 0.023
C 0.5591 -1.0985 -2.6374 0.006
C -4.5757 -4.7838 -0.2250 0.000
C 2.8204 1.2993 -4.2254 0.000
C 3.8823 -1.3588 -5.6285 0.000
C -0.2386 -2.1452 1.5810 0.014
C -3.8908 -5.9876 -0.0442 0.000
C -0.7641 -3.0498 2.5173 -0.004
C -4.3496 0.0733 1.0009 0.012
C 2.0911 0.3311 -5.1451 0.000
C 1.1509 -0.0447 4.4506 0.001
C 3.5408 0.4055 4.5356 0.000
C -2.9111 -1.9850 2.2851 -0.002
C 2.0834 1.0742 6.4306 0.000
C -4.2902 -1.7952 2.5521 0.011
C -2.0797 -2.9673 2.8761 0.015
C -3.0301 -0.1213 0.6690 -0.003
C 2.5496 1.7230 0.9183 0.126
C 1.8828 -2.0729 -4.5076 0.000
C -1.7348 -1.2607 -2.4581 0.006
C -4.9801 -4.0362 0.8594 0.000
C -4.9600 -0.7551 1.9596 -0.005
C 2.4689 0.3724 0.5086 0.057
C -2.8734 -7.8854 -1.0440 0.000
B -1.2055 4.8042 0.1482 0.009
B -0.9216 6.5387 0.0224 0.002
B -1.8195 5.2634 -2.4472 0.003
B -0.3419 5.5633 1.3659 0.014
B 1.9481 6.1911 -0.5494 0.000
B 1.0235 5.3780 -1.8337 -0.002
B 0.4374 6.8627 -1.1271 0.002
B -0.6604 5.4897 -1.3506 0.005
B 2.2172 4.4624 -0.7667 -0.003
B 1.5055 5.1543 0.9465 0.026
B 0.1160 4.0043 -0.7897 0.024
H -5.5199 -3.1154 0.6966 0.000
H -1.6944 7.4176 0.1632 0.000
H -3.1701 -7.4087 1.4126 0.000
H 1.0194 0.3451 -4.9494 0.000
H -3.5213 -8.6061 -0.5407 0.000
H 4.6962 -2.4054 -3.9301 0.000
H 2.2146 0.6520 -6.1823 0.000
H 1.0217 7.4367 1.1532 0.001
H 4.4028 -0.0916 0.9905 0.001
H 4.2416 -0.1003 5.2019 0.000
H -1.9317 -7.7944 -0.4976 0.000
H -2.6128 -1.0057 -1.8828 0.000
H 1.4768 -0.7483 -2.1896 0.000
H 5.9124 -1.7875 -5.0477 0.000
H -4.7911 -4.4629 -1.2356 0.000
H -2.4863 -3.6372 3.6220 0.001
H -3.9761 -6.0955 3.3387 0.000
H -2.7688 -2.2976 -4.0075 0.000
H -0.6703 -2.7825 -5.2781 0.000
H -0.4601 1.0910 5.3170 0.000
H 3.8871 1.3294 -4.4497 0.000
H 3.9019 1.4175 4.3486 0.000
H 3.0786 1.3124 6.7969 0.000
H -0.1066 -3.7816 2.9626 -0.001
H -4.9118 0.8634 0.5215 0.001
H -6.0001 -0.5969 2.2154 -0.001
H 0.8072 -2.1535 1.3116 0.000
H -0.9363 -0.4109 4.4968 0.000
H 3.4946 -1.3545 0.2219 0.001
H 0.4262 7.9190 -1.6471 0.000
H 2.8862 6.8956 -0.6640 0.000
H 2.2702 5.1490 1.8448 0.000
H -0.5915 5.8076 2.4950 0.001
H 3.7808 -2.2593 -6.2341 0.000
H 2.4272 2.3092 -4.3478 0.000
H 1.6071 0.4192 7.1598 0.000
H -2.6714 -8.2258 -2.0548 0.000
H 1.5171 2.0056 6.3695 0.000
H 2.7057 1.0245 -3.1751 0.000
H -0.1883 -0.4561 6.1060 0.000
H 3.4842 -0.1357 3.5969 0.000
H 5.0849 -0.6734 -3.9566 0.000
H 4.1439 -0.5352 -6.2934 0.000
```

calculated total energy = -516759.3442 eV
orbital gap (alpha / beta) = 5.85 / 6.00 eV
2S+1 = 5
HOMO level (alpha / beta) = -9.7 / -10.0 eV
ΔE to the lowest compared entry with this formula, charge and spin = 0.00 kcal per mole
charge = +1
<S²> = 6.04
E_LUMO (alpha / beta) = -3.87 / -4.02 eV

***

[2]
C35H43N2O3SbSeY as an isolated structure. Source: OMol25; level of theory: ωB97M-V with the def2-TZVPD basis set.

The geometry in XYZ format:
```
86
Properties=species:S:1:pos:R:3:lowdin_charge:R:1
Sb 1.3968 -1.7253 -0.1042 1.536
Y -0.1866 0.9115 0.1007 1.326
Se -2.5726 -0.3999 0.5791 0.685
O 0.7780 2.8860 0.9899 -0.262
O -1.5872 2.8163 -0.2157 -0.369
O 1.4529 1.6820 -1.2888 -0.375
N -4.7228 1.2397 -0.3518 0.140
N -4.4098 1.4923 1.7829 -0.054
C -0.4690 -3.8167 0.7565 -0.157
C 0.5263 -3.6388 -0.2066 -0.339
C -7.3809 3.7102 1.5536 -0.032
C 2.5120 -1.6242 1.6799 -0.342
C -0.7649 -6.0709 0.0266 -0.035
C -1.4577 3.6606 0.9462 -0.141
C -1.1167 -5.0341 0.8772 -0.061
C 0.7313 -1.2585 -3.2463 -0.064
C -0.0225 4.0910 1.0838 -0.104
C 4.9365 -0.7165 -2.4599 -0.051
C -1.9997 3.4930 -1.4270 -0.006
C 2.1445 3.1028 0.5469 -0.096
C 2.5027 1.9230 -0.3186 -0.160
C -5.5191 2.2777 1.4397 -0.149
C 4.1239 -2.3719 3.2801 -0.005
C -3.9331 1.3164 3.1511 0.007
C 4.0821 -1.0768 -1.4239 -0.118
C 2.8244 -0.4035 3.7557 -0.068
C -3.9533 0.8847 0.6862 -0.677
C 2.7313 -1.2881 -1.6801 -0.362
C 3.4822 -2.5588 2.0552 -0.281
C 2.1809 -0.5758 2.5424 -0.184
C -6.3429 3.0856 2.2154 0.018
C 3.0785 -0.7596 -3.9905 -0.034
C -7.5921 3.5367 0.1752 -0.033
C 2.2043 -1.1066 -2.9653 -0.339
C -6.7715 2.7346 -0.5923 0.016
C 1.6810 2.2739 -2.5959 0.013
C 3.8015 -3.7690 1.2247 -0.031
C -5.7259 2.1108 0.0772 -0.166
C 4.4336 -0.5711 -3.7442 -0.043
C 0.2242 -5.8873 -0.9264 -0.017
C 3.8104 -1.3117 4.1158 -0.033
C 1.9551 -4.5565 -2.1361 -0.033
C 0.8974 -4.6744 -1.0722 -0.287
H 1.3717 0.1224 2.2888 0.043
H 3.4600 2.0490 -0.8241 0.163
H -1.7756 3.0583 1.8031 0.126
H -4.7875 1.1237 3.7961 0.116
H -2.1270 4.5181 0.8708 0.159
H -8.0571 4.3431 2.1113 0.126
H 0.1564 -0.4011 -2.8547 0.049
H 0.5305 -1.3039 -4.3153 0.100
H 4.4797 -1.2044 -0.4231 0.104
H -1.8794 -5.1744 1.6308 0.117
H 1.6853 3.3605 -2.5176 0.111
H 3.7299 -3.5625 0.1567 0.045
H 2.5916 1.0076 0.2841 0.091
H 2.6987 -0.6485 -4.9994 0.126
H -1.2403 4.2054 -1.7493 0.107
H 2.6293 1.9069 -2.9843 0.105
H -2.9432 4.0074 -1.2491 0.111
H 0.8735 1.9403 -3.2417 0.104
H 1.5896 -4.0155 -3.0110 0.082
H 2.8022 3.1529 1.4154 0.160
H 2.8496 -4.0449 -1.7829 0.060
H 2.1944 4.0451 0.0014 0.144
H -1.2573 -7.0305 0.1082 0.123
H -3.2616 0.4642 3.1914 0.064
H -6.9466 2.5916 -1.6498 0.127
H 5.0970 -0.3159 -4.5597 0.123
H -3.4242 2.2158 3.4963 0.100
H 0.1582 4.5829 2.0400 0.161
H 0.3049 -2.1585 -2.7964 0.063
H 3.1088 -4.5825 1.4533 0.105
H 0.4933 -6.7095 -1.5776 0.127
H 5.9912 -0.5727 -2.2664 0.120
H 2.5545 0.4067 4.4197 0.114
H -6.1927 3.2161 3.2782 0.125
H -2.1421 2.7281 -2.1876 0.105
H 2.2555 -5.5446 -2.4781 0.095
H 4.8794 -3.0843 3.5874 0.131
H 4.8093 -4.1278 1.4256 0.098
H -8.4264 4.0396 -0.2937 0.126
H 0.2642 4.7628 0.2731 0.144
H 4.3227 -1.2051 5.0624 0.125
H -4.6505 0.8159 -1.2635 0.169
H -0.7337 -3.0104 1.4355 0.072
```

calculated total energy = -119019.4793 eV
orbital gap = 6.73 eV
2S+1 = 1
HOMO level = -15.6 eV
ΔE to the lowest compared entry with this formula, charge and spin = 30.04 kcal per mole
charge = +3
E_LUMO = -8.89 eV